No. 1
# C5H10O

A structure of composition C5H10O (wB97M-V/def2-TZVPD, OMol25).

## Properties
highest occupied orbital energy: -8.49 eV
ΔE to the lowest compared entry with this formula, charge and spin: 4.787 eV
max |F|: 0.49 eV/Å
multiplicity: 1
lowest unoccupied orbital energy: 0.913 eV

Each line ends with the Mulliken charge.
CARTESIAN COORDINATES (ANGSTROEM)
C (0.4096, -1.6620, 1.0391)  -1.199
C (-0.5397, -0.6652, 0.3627)  -0.249
C (0.1692, 0.6660, 0.3609)  -0.300
C (-0.4010, 1.6105, 1.2025)  -0.674
C (0.5999, 0.4415, -2.4776)  -0.092
O (-0.5664, 0.5474, -2.7726)  -0.418
H (0.6132, -1.3633, 2.0738)  0.317
H (1.3690, -1.7007, 0.5124)  0.316
H (-0.0209, -2.6678, 1.0553)  0.356
H (-1.5060, -0.6611, 0.8976)  0.329
H (-0.7384, -0.9886, -0.6655)  0.259
H (-1.2744, 1.4118, 1.8460)  0.256
H (0.0587, 2.5927, 1.3361)  0.312
H (-0.5229, 1.6692, -0.0782)  0.280
H (1.0373, -0.5135, -2.1300)  0.236
H (1.3127, 1.2831, -2.5626)  0.271

***

No. 2
# C5H10O

An isolated molecule of C5H10O at a distorted geometry (wB97M-V/def2-TZVPD, OMol25).

## Properties
highest occupied orbital energy: -9.25 eV
ΔE to the lowest compared entry with this formula, charge and spin: 2.938 eV
max |F|: 3.59 eV/Å
multiplicity: 1
lowest unoccupied orbital energy: 0.965 eV

Each line ends with the Mulliken charge.
CARTESIAN COORDINATES (ANGSTROEM)
C (0.5459, 1.3511, -0.8898)  -1.498
C (0.2776, 0.1870, 0.0645)  1.526
C (0.6562, 0.5415, 1.5018)  -1.564
C (-1.0825, -0.4866, -0.1388)  -0.831
C (-0.4219, -1.7427, -0.6204)  -0.489
O (0.9164, -1.1076, -0.2778)  -0.485
H (1.5920, 1.6705, -0.8756)  0.368
H (-0.0709, 2.2152, -0.5913)  0.330
H (0.2650, 1.0850, -1.9121)  0.356
H (1.7027, 0.8699, 1.5643)  0.376
H (0.5442, -0.3379, 2.1438)  0.361
H (0.0253, 1.3455, 1.8968)  0.348
H (-1.8596, -0.1879, -0.8270)  0.360
H (-1.5195, -0.7247, 0.8385)  0.301
H (-0.2367, -2.1579, -1.6056)  0.333
H (-1.3343, -2.5203, -0.2714)  0.209

***

Among the records above, which one has the lowest lowest unoccupied orbital energy?
number 1

***

What is the multiplicity in the second record?
1

***

Number 2 is which compound?
C5H10O